Entry 1:
{"formula": "C21H21BF5IrN9O5STe", "method": "wB97M-V/def2-TZVPD", "species": ["Ir", "C", "C", "N", "N", "C", "B", "N", "C", "C", "C", "N", "N", "C", "C", "C", "N", "N", "C", "C", "C", "N", "H", "H", "H", "H", "H", "H", "H", "H", "H", "H", "H", "H", "C", "C", "C", "C", "C", "C", "C", "S", "O", "O", "N", "C", "C", "O", "O", "H", "H", "H", "H", "H", "H", "H", "H", "H", "F", "Te", "F", "F", "F", "F", "O"], "xyz": [[0.177, -0.634, 0.573], [-1.444, 2.873, 2.687], [-0.596, 1.769, 2.748], [-1.003, 0.824, 1.906], [-2.100, 1.305, 1.272], [-2.386, 2.531, 1.742], [-2.827, 0.426, 0.230], [-2.832, -1.020, 0.798], [-3.834, -1.838, 1.155], [-3.294, -3.026, 1.601], [-1.921, -2.857, 1.489], [-1.642, -1.646, 1.011], [-2.026, 0.372, -1.116], [-2.412, 0.678, -2.365], [-1.363, 0.438, -3.228], [-0.342, -0.046, -2.419], [-0.762, -0.100, -1.156], [-4.196, 1.024, -0.070], [-4.415, 2.240, -0.639], [-5.767, 2.456, -0.674], [-6.313, 1.297, -0.090], [-5.370, 0.448, 0.270], [-1.383, 3.785, 3.252], [0.263, 1.599, 3.377], [-3.253, 3.072, 1.406], [-4.850, -1.501, 1.060], [-3.821, -3.895, 1.952], [-1.153, -3.573, 1.714], [-3.406, 1.034, -2.566], [-1.342, 0.588, -4.292], [0.658, -0.348, -2.677], [-3.598, 2.860, -0.974], [-6.282, 3.317, -1.061], [-7.348, 1.049, 0.080], [5.733, -1.720, -3.801], [4.708, -1.257, -2.804], [4.946, -0.141, -2.000], [4.016, 0.301, -1.082], [2.795, -0.361, -0.938], [2.554, -1.491, -1.710], [3.502, -1.919, -2.633], [2.801, -0.371, 2.299], [2.550, 1.039, 2.598], [3.662, -1.121, 3.190], [1.263, -1.111, 2.279], [1.186, -2.351, 2.838], [1.139, -3.623, 1.449], [1.201, -4.700, 1.954], [0.986, -3.036, 0.393], [5.910, -0.961, -4.565], [5.409, -2.631, -4.304], [6.688, -1.925, -3.316], [5.885, 0.393, -2.092], [4.234, 1.167, -0.473], [1.647, -2.065, -1.577], [3.290, -2.805, -3.221], [0.209, -2.595, 3.252], [2.029, -2.682, 3.434], [1.674, 3.634, 2.575], [1.989, 3.072, 0.777], [2.562, 2.940, -1.021], [3.829, 3.329, 1.097], [0.273, 2.564, 0.037], [1.589, 4.821, 0.370], [1.927, 0.107, 0.001]], "relative_energy_kj_mol": 0.34, "s2": 8.77, "homo_energy_ev": [-8.47, -8.38], "multiplicity": 6, "max_force_ev_per_a": 0.7, "total_charge": 0, "homo_lumo_gap_ev": [8.9, 4.9]}

Entry 2:
{"formula": "C23H56FN4O5PS", "method": "wB97M-V/def2-TZVPD", "species": ["C", "C", "C", "F", "C", "O", "S", "O", "O", "O", "C", "N", "P", "O", "H", "H", "H", "H", "H", "H", "H", "H", "H", "H", "H", "C", "C", "N", "C", "C", "C", "C", "H", "H", "H", "H", "H", "H", "H", "H", "H", "H", "H", "H", "H", "H", "H", "C", "C", "N", "C", "C", "C", "C", "H", "H", "H", "H", "H", "H", "H", "H", "H", "H", "H", "H", "H", "H", "H", "C", "C", "N", "C", "C", "C", "C", "H", "H", "H", "H", "H", "H", "H", "H", "H", "H", "H", "H", "H", "H", "H"], "xyz": [[4.258, -2.758, -4.868], [4.010, -1.252, -4.858], [4.912, -0.525, -5.835], [6.244, -0.935, -5.720], [4.984, 0.996, -5.711], [3.673, 1.547, -5.530], [3.476, 2.223, -4.105], [2.982, 1.255, -3.187], [2.830, 3.468, -4.270], [5.020, 2.456, -3.813], [5.888, 1.606, -4.588], [6.860, 2.456, -5.223], [6.772, 0.501, -3.332], [8.208, 0.342, -3.638], [3.985, -3.197, -5.830], [3.658, -3.243, -4.097], [5.306, -2.991, -4.678], [4.098, -0.849, -3.849], [2.985, -1.041, -5.173], [4.602, -0.767, -6.855], [5.360, 1.412, -6.646], [7.426, 2.938, -4.529], [7.509, 1.875, -5.751], [6.456, 1.209, -2.159], [6.020, -0.671, -3.190], [-3.491, 1.049, -0.785], [-2.527, 1.201, 0.381], [-1.446, 0.230, 0.372], [-0.717, 0.188, 1.629], [0.063, 1.437, 2.059], [-0.640, 0.200, -0.841], [0.084, 1.488, -1.249], [-3.889, 0.034, -0.827], [-4.324, 1.744, -0.663], [-3.018, 1.273, -1.742], [-3.078, 1.040, 1.311], [-2.172, 2.244, 0.412], [-0.033, -0.663, 1.588], [-1.447, -0.046, 2.411], [0.975, 1.574, 1.480], [0.350, 1.344, 3.109], [-0.538, 2.343, 1.963], [-1.290, -0.107, -1.663], [0.087, -0.610, -0.728], [-0.561, 2.363, -1.147], [0.388, 1.425, -2.295], [0.987, 1.665, -0.667], [-0.216, -3.348, 0.509], [-0.454, -4.653, 1.250], [0.669, -5.573, 1.166], [0.351, -6.919, 1.614], [-0.003, -7.123, 3.092], [1.954, -5.043, 1.596], [2.051, -4.468, 3.014], [0.045, -3.534, -0.534], [-1.115, -2.731, 0.535], [0.589, -2.768, 0.963], [-1.312, -5.165, 0.803], [-0.746, -4.421, 2.287], [1.200, -7.560, 1.357], [-0.489, -7.266, 1.005], [0.871, -7.049, 3.738], [-0.432, -8.117, 3.232], [-0.740, -6.396, 3.434], [2.247, -4.263, 0.889], [2.686, -5.845, 1.473], [1.205, -3.816, 3.239], [2.959, -3.868, 3.109], [2.087, -5.243, 3.778], [-3.520, 2.971, 4.778], [-4.110, 3.204, 3.396], [-5.559, 3.286, 3.393], [-6.138, 3.177, 2.064], [-5.819, 4.274, 1.043], [-6.139, 4.294, 4.268], [-5.700, 5.750, 4.067], [-3.959, 2.087, 5.241], [-2.442, 2.820, 4.695], [-3.679, 3.822, 5.442], [-3.849, 2.357, 2.756], [-3.624, 4.084, 2.946], [-7.223, 3.100, 2.182], [-5.807, 2.217, 1.654], [-6.342, 5.204, 1.260], [-6.126, 3.949, 0.047], [-4.749, 4.489, 1.002], [-5.922, 4.008, 5.299], [-7.225, 4.221, 4.162], [-4.617, 5.829, 3.957], [-5.984, 6.345, 4.937], [-6.159, 6.207, 3.191]], "smiles": "CC[C@H](F)[C@H]1OS(=O)(=O)O[C@@]1(N)[PH2]=O.CCN(CC)CC.CCN(CC)CC.CCN(CC)CC", "homo_energy_ev": -8.07, "multiplicity": 1, "max_force_ev_per_a": 0.2, "total_charge": 0, "homo_lumo_gap_ev": 8.5}